DFT (ωB97M-V/def2-TZVPD) results for C7H11N as an isolated structure at a distorted geometry.

CARTESIAN COORDINATES (ANGSTROEM)
C1 2.6558 0.0184 -0.3236
C2 1.4461 -0.2741 0.5157
C3 0.1700 -0.6684 0.0187
C4 -2.1751 -0.6917 -0.0660
C5 -1.9973 1.0457 0.0681
C6 -0.7367 1.5509 0.1266
C7 0.2077 0.5909 0.8094
H1 3.5730 0.5824 0.1056
H2 3.0033 -1.1253 -0.4067
H3 2.4499 0.6421 -1.3197
H4 1.8678 -0.5201 1.6512
H5 0.3426 -0.6138 -1.1570
H6 -1.1697 -2.1509 -0.4652
H7 -3.1077 -1.0895 0.5060
H8 -2.4471 -0.5389 -1.2347
H9 -2.7224 1.7077 -0.4076
H10 -0.1065 2.6331 -0.4882
H11 -0.2033 0.4364 1.7527
N1 -1.0503 -1.5350 0.3148

Values from the calculation:
Multiplicity: 1
HOMO-LUMO gap (eV): 9.348
Energy above the lowest of the compared OMol25 structures with the same formula, charge and spin (kJ/mol): 720.8
Total energy (hartree): -327.8134
Highest occupied orbital energy (eV): -8.4